{
  "formula": "C13H13Br3F4O12",
  "method": "the ωB97M-V functional and the def2-TZVPD basis",
  "energy_ha": -9527.47839,
  "orbital_gap_ev": [3.1, 7.8],
  "spin_multiplicity": 2,
  "homo_ev": [-0.7, -5.4],
  "charge": -1,
  "e_lumo_ev": [2.4, 2.4],
  "species": ["O", "H", "H", "Br", "O", "H", "O", "H", "H", "O", "C", "C", "F", "H", "O", "O", "H", "H", "O", "O", "C", "C", "Br", "C", "O", "C", "O", "H", "H", "H", "Br", "C", "C", "F", "C", "C", "F", "H", "C", "O", "C", "O", "H", "C", "F"],
  "coordinates": [[-2.601, 2.777, 28.903], [1.102, 1.493, 25.028], [-3.605, 4.766, 26.472], [-4.104, 1.357, 21.533], [-4.321, 4.025, 28.400], [-6.481, -2.821, 23.899], [-5.278, 4.299, 20.051], [-2.006, 2.601, 26.919], [2.290, -0.634, 25.498], [-3.833, -0.247, 25.269], [-4.527, -2.917, 23.154], [0.185, -0.465, 23.302], [-2.432, 6.968, 21.981], [-3.817, -3.743, 23.188], [-5.083, 5.111, 22.161], [-4.318, 2.813, 30.384], [-4.204, 7.923, 21.212], [-5.790, -4.152, 24.400], [1.209, -1.073, 23.895], [-4.894, -2.358, 25.221], [-3.785, 3.174, 29.316], [-2.679, 2.047, 22.730], [-1.122, 2.599, 21.762], [-3.659, 3.909, 27.144], [-0.286, 0.458, 24.111], [-4.261, -1.261, 24.693], [-0.317, -0.678, 22.205], [-4.234, 6.326, 23.745], [-0.029, 0.789, 26.234], [-2.369, 1.171, 23.299], [-3.482, 3.348, 23.956], [1.236, -0.721, 25.233], [-5.480, -3.126, 24.202], [0.619, -1.544, 26.134], [-4.815, 5.093, 20.887], [-2.312, 3.400, 27.594], [-5.410, -3.150, 22.147], [-5.356, 7.151, 22.915], [-3.782, 6.984, 21.571], [-4.218, -1.534, 23.379], [0.484, 0.632, 25.285], [-3.928, 5.952, 20.569], [-4.205, 3.118, 26.630], [-4.642, 6.348, 22.734], [-1.410, 4.282, 27.645]],
  "forces_ev_per_a": [[1.53, 0.31, -1.28], [0.42, -0.02, 0.58], [-0.22, 0.32, 0.68], [-0.60, -0.57, -0.70], [-1.16, 0.69, 1.44], [0.16, 1.36, 0.04], [0.89, 2.17, 2.57], [0.24, -0.24, 0.23], [-0.07, -0.32, 0.23], [-1.68, -4.18, -2.04], [-2.16, -0.13, 0.23], [-2.98, 0.24, -3.30], [-1.57, 0.96, -1.07], [1.27, 1.06, -0.68], [-1.44, 1.23, 2.48], [1.58, 1.37, -3.43], [0.98, 0.17, -0.10], [1.35, -0.34, 0.95], [0.72, -1.88, 0.42], [-0.35, 0.72, 3.23], [-2.37, -0.14, 2.53], [-0.03, -2.08, -0.80], [1.65, 0.72, -0.92], [-0.15, -1.43, 0.53], [-2.03, 1.21, 0.72], [0.40, 1.68, 1.32], [1.99, -0.17, 2.66], [0.92, -1.13, -0.49], [-0.51, -0.21, -0.48], [-0.11, 0.14, 0.15], [-0.63, 1.84, 2.31], [1.27, 2.41, 1.24], [-1.63, -0.36, 2.43], [-0.05, -0.85, -0.72], [-2.55, -4.96, -3.20], [-3.05, -4.19, -1.19], [0.98, 0.50, -3.20], [-1.52, -0.70, -0.44], [0.91, -3.70, 1.73], [1.77, -0.32, -2.20], [1.28, -0.69, -1.25], [2.71, 4.52, -0.88], [0.30, 0.10, -0.37], [0.36, 1.70, -1.01], [3.16, 3.17, 1.03]],
  "mulliken_spin": [0.0001, -0.0013, 0.0548, 0.1817, 0.0033, -0.0001, 0.0000, 0.0240, 0.0001, -0.0070, 0.0004, -0.0025, 0.0010, 0.0004, -0.0227, -0.0004, 0.0007, 0.0002, 0.0012, 0.0002, 0.0013, 0.2381, 0.2028, 0.0179, -0.0098, -0.0129, 0.0044, 0.0174, 0.0017, -0.0294, 0.3889, 0.0002, 0.0002, -0.0001, 0.0000, -0.0294, -0.0019, -0.0098, -0.0003, 0.0156, 0.0019, -0.0015, -0.0444, 0.0161, -0.0008]
}

{
  "formula": "C45H66BF2N2O23PSi",
  "method": "the ωB97M-V functional and the def2-TZVPD basis",
  "energy_ha": -4449.96641,
  "orbital_gap_ev": 8.8,
  "smiles": "CCB(O)[C@@](C#N)([PH2]=O)[C@H](C#N)C(F)(F)CC[Si](C)(C)c1ccccc1.C[C@@H]1COC(=O)O1.C[C@@H]1COC(=O)O1.C[C@@H]1COC(=O)O1.C[C@@H]1COC(=O)O1.C[C@@H]1COC(=O)O1.C[C@@H]1COC(=O)O1.C[C@@H]1COC(=O)O1",
  "homo_ev": -8.7,
  "e_lumo_ev": 0.1,
  "species": ["C", "C", "H", "H", "H", "C", "H", "O", "H", "O", "H", "C", "C", "H", "C", "C", "B", "O", "O", "H", "C", "H", "C", "H", "H", "C", "H", "N", "C", "C", "C", "C", "C", "H", "C", "C", "H", "C", "O", "F", "H", "C", "O", "H", "C", "C", "O", "H", "C", "H", "O", "C", "H", "H", "H", "O", "C", "H", "H", "C", "C", "O", "C", "H", "C", "H", "H", "O", "H", "H", "N", "H", "C", "H", "H", "H", "H", "H", "O", "H", "H", "H", "O", "O", "F", "H", "H", "H", "C", "H", "H", "H", "H", "O", "H", "C", "C", "H", "H", "O", "C", "H", "C", "H", "C", "C", "H", "H", "H", "Si", "H", "O", "O", "C", "O", "C", "H", "C", "C", "H", "H", "C", "H", "C", "H", "H", "O", "H", "H", "O", "H", "C", "C", "H", "H", "C", "P", "H", "O", "O", "H"],
  "coordinates": [[-7.811, -11.212, -5.346], [-1.078, -4.537, 0.484], [1.589, -6.157, -1.022], [-9.701, -11.582, -4.370], [-4.335, 3.074, 3.487], [2.021, 8.212, -5.697], [2.112, -3.203, 3.839], [1.590, 9.108, -1.193], [6.353, 9.395, -1.561], [0.411, -4.356, 3.523], [4.889, 1.306, 1.186], [1.331, -1.224, 3.513], [4.500, 6.691, -0.458], [2.877, -1.894, -3.316], [0.954, -1.661, -2.403], [-8.675, -11.305, -4.114], [3.027, -0.125, -2.100], [-4.103, -1.598, 7.842], [-1.162, -4.370, 1.905], [4.698, -0.726, -1.392], [-1.280, 2.372, 3.640], [0.276, -1.495, 3.533], [3.039, 1.521, -2.118], [-3.424, 1.055, 2.544], [3.198, 1.728, -4.706], [3.820, 3.357, 4.379], [-4.998, -5.754, -1.273], [-0.128, 0.980, -0.958], [2.144, 3.512, -0.643], [-2.635, -6.730, -2.279], [3.663, -1.729, 3.641], [-3.180, -0.960, 7.449], [-6.132, -7.196, -2.387], [2.563, 9.158, -5.718], [5.434, 8.896, -1.252], [0.072, -5.501, 0.344], [-0.258, -6.533, 0.486], [-1.162, -0.449, 6.584], [0.923, 1.745, -3.964], [2.948, 4.232, -1.480], [-6.906, -6.551, -2.803], [0.832, -5.375, -0.950], [-8.103, -9.893, -5.821], [2.833, 1.482, 0.037], [1.890, 3.045, 1.895], [1.648, 0.110, 3.283], [-2.919, -5.655, -3.056], [2.369, 3.595, -3.736], [0.119, 9.045, -4.244], [5.006, 9.493, -0.446], [-1.546, 1.881, 2.409], [0.942, 1.372, -0.844], [1.329, 3.610, 2.654], [1.987, -0.573, -4.060], [4.743, 8.891, -2.096], [3.781, -0.698, -1.073], [-3.283, 2.214, 0.741], [0.164, -5.464, -1.804], [0.785, -1.347, 6.646], [6.045, 6.372, 1.143], [4.931, 2.272, 1.721], [2.073, 8.376, -3.271], [1.251, 8.062, -4.407], [-1.244, -0.679, 5.517], [-2.963, 1.984, 2.199], [-5.951, -8.023, -3.076], [-8.848, -12.320, -2.228], [6.426, 7.488, 0.470], [-0.819, 8.678, -4.656], [5.041, -0.093, 3.351], [5.488, 2.443, -1.975], [0.829, 0.815, 3.130], [-8.137, -12.231, -3.049], [3.278, 4.488, 0.988], [-0.882, -3.562, 0.028], [4.108, 6.159, -1.318], [1.224, 2.246, 1.551], [-3.081, 1.313, 0.162], [6.559, 5.972, 2.136], [3.699, 7.288, -0.013], [-1.844, 1.567, 6.145], [1.595, 4.901, 0.849], [-8.597, -7.970, -4.752], [-2.363, 2.996, 4.163], [0.853, 3.803, -1.038], [-6.741, -11.275, -5.128], [6.355, 6.974, -1.520], [-2.009, -4.936, 0.087], [-8.474, -9.152, -4.746], [-8.066, -11.957, -6.096], [0.900, 7.032, -4.295], [2.958, 3.740, 4.937], [1.354, 8.162, -6.559], [0.032, 9.174, -2.821], [0.880, -2.730, -2.632], [-4.861, -6.427, -2.124], [-3.319, 3.138, 3.103], [4.513, 2.806, 5.028], [4.470, -2.451, 3.759], [-0.226, 2.267, 4.186], [-4.327, -5.687, -3.324], [-4.332, 2.483, 0.609], [0.079, -4.598, 2.407], [-7.951, -13.227, -3.453], [2.349, -2.146, 3.682], [2.222, -1.032, -3.094], [-3.175, 4.114, 2.633], [-6.509, -7.634, -1.463], [1.360, -4.422, -1.004], [3.395, 2.335, 2.858], [0.809, 0.421, 6.596], [-3.251, 0.346, 7.080], [-3.768, -7.312, -1.819], [2.976, 0.523, 3.225], [4.989, 5.771, 0.529], [2.291, 4.051, 0.779], [4.397, 4.229, 4.022], [5.729, 7.491, -0.787], [0.286, -0.445, 7.002], [-1.582, 1.261, 7.874], [-2.655, 3.003, 0.325], [2.321, 1.972, -0.798], [-7.211, -11.839, -2.625], [4.491, 1.888, -2.115], [4.928, 3.045, 0.944], [5.853, 2.257, 2.312], [0.892, -5.137, 1.468], [2.764, 7.419, -5.791], [0.032, -1.190, -2.748], [-1.533, -7.110, -2.035], [1.092, -1.579, -1.317], [4.001, -0.407, 3.410], [1.262, 8.907, -2.317], [-4.491, -6.217, -4.266], [-4.727, -4.680, -3.409], [-1.905, 0.817, 6.929], [2.312, 2.183, -3.690], [0.337, 10.028, -4.671], [-1.917, -1.436, 7.308], [-8.683, -9.942, -3.661], [0.378, -0.441, 8.090]],
  "forces_ev_per_a": [[-0.04, -0.11, -0.28], [-0.27, 0.00, -0.02], [-0.08, -0.05, -0.04], [0.02, 0.07, -0.09], [0.11, -0.02, 0.20], [0.42, -0.09, 0.13], [0.17, 0.60, -0.03], [0.06, -0.05, 0.01], [-0.02, -0.04, -0.06], [-0.33, -0.19, 0.00], [0.06, 0.22, 0.14], [-0.25, 0.38, -0.13], [-0.28, -0.19, -0.18], [0.02, 0.33, 0.07], [0.51, -0.05, -0.14], [0.25, -0.53, 0.37], [-0.45, -0.40, -0.05], [-0.01, 0.03, -0.03], [0.19, 0.04, -0.02], [0.03, -0.11, 0.63], [0.09, -0.02, -0.15], [0.26, -0.28, 0.04], [1.22, -0.16, -0.41], [0.04, 0.04, 0.12], [0.30, 0.22, 0.52], [0.31, 0.39, -0.41], [0.11, 0.04, -0.03], [-0.09, -0.24, 0.25], [-0.39, 0.58, 1.49], [0.02, -0.15, 0.02], [1.04, -0.25, -0.05], [-0.03, -0.16, 0.06], [0.02, -0.35, 0.29], [-0.16, 0.07, 0.01], [0.38, 0.31, 0.13], [0.18, -0.04, -0.69], [-0.08, 0.05, 0.06], [0.65, 0.18, 0.13], [0.17, -0.04, 0.27], [0.05, -0.51, -0.17], [0.03, 0.01, -0.02], [0.54, 0.03, 0.02], [0.01, 0.04, 0.22], [0.14, 0.47, -0.03], [0.58, 0.48, 0.39], [-0.27, -0.25, -0.19], [0.01, -0.18, 0.09], [0.62, -0.28, 0.24], [-0.30, -0.04, -0.02], [-0.16, -0.14, 0.00], [0.03, 0.08, 0.40], [0.76, 0.47, 0.02], [-0.02, -0.25, -0.22], [-0.20, 0.01, 0.28], [-0.03, -0.08, 0.03], [-0.06, 0.43, -1.01], [0.32, -0.21, -0.22], [-0.04, -0.07, 0.06], [0.03, 0.07, -0.08], [0.17, -0.01, 0.13], [-0.66, -0.59, -0.04], [-0.30, 0.05, 0.19], [0.20, 0.03, -0.65], [-0.09, 0.04, 0.01], [-0.39, 0.14, -0.65], [0.05, 0.14, -0.13], [-0.01, -0.06, -0.04], [-0.14, -0.42, 0.05], [-0.06, 0.01, 0.20], [-0.10, -0.13, 0.05], [0.49, -0.43, -0.31], [0.52, -0.30, 0.08], [-0.11, 0.21, 0.38], [-0.21, -0.46, -0.49], [0.12, -0.05, -0.04], [0.04, -0.14, 0.10], [0.05, 0.22, 0.02], [-0.03, 0.02, 0.01], [-0.06, -0.03, -0.01], [0.09, 0.13, -0.04], [-0.17, -0.01, 0.05], [0.18, -0.15, -0.36], [0.05, 0.00, 0.01], [0.18, -0.04, -0.14], [0.34, 0.05, -0.37], [-0.04, -0.02, 0.13], [-0.03, -0.11, 0.07], [-0.05, 0.00, 0.20], [-0.07, 0.14, 0.04], [-0.04, 0.17, -0.11], [-0.07, 0.05, 0.09], [0.15, -0.28, 0.01], [-0.05, -0.02, 0.05], [0.24, -0.01, -0.03], [0.10, 0.23, -0.06], [-0.66, -0.21, -0.18], [-0.27, 0.02, 0.17], [-0.35, 0.03, -0.02], [-0.23, 0.01, 0.04], [-0.31, 0.28, 0.32], [-0.03, 0.29, -0.08], [-0.01, -0.01, 0.09], [0.15, -0.07, 0.09], [-0.03, 0.03, -0.06], [-0.34, -0.77, 0.23], [0.20, -0.64, -0.08], [0.06, -0.07, -0.10], [-0.04, 0.06, -0.01], [-0.13, 0.09, 0.11], [0.06, -0.56, -0.44], [-0.08, 0.00, -0.09], [0.07, -0.16, 0.07], [0.29, 0.31, -0.09], [0.25, 1.02, 0.00], [0.29, 0.32, 0.04], [-0.47, 0.14, 0.71], [-0.21, -0.15, 0.10], [-0.18, 0.59, -0.28], [0.17, -0.44, 0.13], [0.09, -0.11, 0.01], [-0.05, 0.08, 0.10], [-0.70, -0.54, -0.97], [0.06, -0.01, -0.16], [-1.50, 0.95, 0.70], [0.36, 0.08, 0.36], [-0.07, 0.31, -0.26], [-0.33, 0.08, 0.23], [-0.06, -0.02, -0.05], [0.20, 0.19, 0.36], [-0.08, 0.03, 0.02], [-0.51, -0.03, -0.17], [-0.53, 0.09, 0.00], [0.04, 0.00, 0.15], [-0.06, -0.09, 0.08], [0.20, 0.05, 0.02], [-0.09, 0.23, -0.21], [-1.23, -0.26, -0.75], [0.12, -0.06, -0.04], [-0.35, 0.22, -0.09], [0.01, 0.11, -0.37], [-0.13, 0.14, 0.00]],
  "mulliken_charge": [-0.5018, 0.0090, 0.3891, 0.2551, 0.3383, -1.5076, 0.5974, -0.4968, 0.3799, -0.5697, 0.2064, -0.7481, -0.2875, 0.3085, -1.0848, 0.4930, 0.4331, -0.5496, -0.3732, 0.2782, 0.5250, 0.5528, 2.1126, 0.2722, 0.1195, -1.2186, 0.2522, -0.4710, 1.6297, 0.6077, -1.0032, 0.5940, -1.6108, 0.3689, -1.3584, 0.6453, 0.2158, 0.9405, -0.6300, -0.2435, 0.4275, -1.2965, -0.3246, -0.5375, 0.0889, 0.9708, -0.3131, -0.0466, -0.4841, 0.3723, -0.1563, -0.4583, 0.7633, 0.3325, 0.2401, -0.6616, -1.4423, 0.3043, 0.2788, 0.4213, -0.8577, -0.2649, 0.5494, 0.0657, 0.4334, 0.3003, 0.3486, -0.3933, 0.3294, 0.3959, -0.6667, -0.2922, -1.3991, -0.1672, 0.1488, 0.1877, -0.3379, 0.3496, -0.5394, 0.1573, -0.0449, 0.6823, -0.5272, -0.3991, -0.3562, 0.3048, 0.2902, 0.0117, 0.6594, 0.3208, 0.2100, 0.3263, 0.3911, -0.3513, 0.3292, 0.6203, -0.6600, 0.3442, 0.3647, -0.4051, -0.4868, 0.4027, 0.6291, 0.3733, -0.7486, -0.1235, 0.3265, 0.4255, 0.2278, 0.3165, 0.2804, -0.3725, -0.3554, 0.2143, -0.1601, -0.9631, 0.3094, 0.5003, -1.4045, 0.2784, 0.3021, 0.0781, 0.3444, -0.9056, -0.0108, 0.4902, -0.3659, 0.3630, 0.3531, -0.5343, 0.1912, -0.3341, 0.5942, 0.3077, 0.3425, -0.0914, 0.3976, 0.3034, -0.4097, -0.3323, 0.4395]
}

{
  "formula": "C14H15FO10PS",
  "method": "the ωB97M-V functional and the def2-TZVPD basis",
  "energy_ha": -2134.32082,
  "orbital_gap_ev": 4.8,
  "homo_ev": -4.5,
  "charge": -1,
  "e_lumo_ev": 0.3,
  "species": ["O", "O", "O", "H", "H", "H", "C", "C", "C", "C", "O", "O", "S", "O", "H", "O", "O", "H", "H", "H", "C", "H", "C", "C", "C", "O", "F", "P", "H", "C", "C", "O", "C", "H", "H", "C", "H", "H", "C", "H", "C", "H"],
  "coordinates": [[4.377, -1.976, -4.983], [7.304, 1.690, -4.982], [-2.290, 2.994, -0.850], [-2.534, -1.415, 2.617], [-0.757, -4.159, 4.026], [3.027, 1.935, -3.322], [-0.995, 3.386, -0.450], [-4.511, -2.127, 5.428], [-2.627, -3.650, 5.276], [4.616, -0.811, -4.731], [5.340, 3.083, -3.782], [-1.229, 1.388, 0.739], [0.570, 1.076, -1.353], [2.380, -0.550, -3.856], [-0.414, 0.659, -2.205], [-4.739, -0.528, 3.743], [-5.623, -1.647, 6.015], [6.659, -0.806, -5.503], [-5.913, -0.912, 5.446], [-4.143, -3.656, 6.848], [-4.074, -1.447, 4.172], [0.655, 2.350, 0.594], [3.562, 0.035, -4.098], [5.082, 1.927, -4.061], [-3.834, -3.156, 5.940], [-1.987, -4.596, 5.701], [-3.212, 0.028, 0.748], [-2.792, 1.516, -0.077], [2.472, -1.466, -4.166], [6.128, 1.089, -4.719], [-0.247, 2.067, 0.006], [-1.045, -3.421, 3.464], [-2.852, -1.927, 3.521], [-2.193, 0.669, -1.097], [-0.969, 4.005, 0.486], [3.784, 1.314, -3.784], [7.203, 2.602, -4.660], [-0.490, 4.018, -1.209], [5.908, -0.189, -5.029], [-3.449, 2.155, 1.025], [-2.175, -2.956, 4.037], [-3.972, 1.409, -0.918]],
  "forces_ev_per_a": [[-0.26, 0.00, 0.07], [-0.64, 0.01, 0.25], [0.64, 0.19, 0.45], [-0.10, 0.07, -0.02], [0.08, -0.10, 0.02], [-0.03, -0.09, 0.05], [0.43, -0.51, 0.54], [-0.56, -0.15, 0.76], [-0.37, -0.01, 0.41], [0.60, -0.05, -0.22], [0.42, 0.04, -0.17], [1.21, 0.94, -0.08], [0.13, -0.11, -0.32], [0.74, -0.06, -0.35], [0.23, 0.50, 0.74], [-0.34, -0.01, 0.40], [0.46, 0.00, -0.48], [0.00, 0.01, 0.01], [-0.05, 0.10, -0.09], [-0.01, 0.01, -0.01], [0.59, 0.11, -0.70], [-0.61, -0.41, -0.09], [-0.89, 0.14, 0.38], [-0.89, 0.00, 0.33], [0.29, -0.30, 0.04], [0.20, -0.01, -0.16], [0.03, 0.47, -0.29], [-0.39, -2.04, -0.90], [-0.10, -0.13, 0.04], [0.83, -0.18, -0.37], [-1.22, 0.74, -0.23], [-0.46, -0.06, 0.51], [-0.15, 0.27, -0.15], [0.02, 0.28, 0.26], [-0.49, -0.27, -0.42], [0.33, 0.48, -0.01], [0.02, 0.13, 0.05], [-0.25, -0.73, 0.04], [-0.19, -0.31, -0.02], [0.52, 0.16, -0.21], [0.37, 0.22, -0.60], [-0.14, 0.69, 0.59]],
  "mulliken_charge": [-0.6235, -0.5760, -0.4780, 0.6144, 0.3362, 0.4170, -0.3080, 0.3549, 0.8589, 0.8929, -0.6204, -0.3016, -0.2891, -0.4500, 0.0995, -0.5938, -0.5769, 0.4022, 0.3609, 0.3924, 0.8977, 0.2571, 0.2910, 0.9637, -1.0117, -0.6469, -0.3734, 0.5928, 0.3398, 0.3608, -0.1834, -0.5627, -0.8715, -0.3257, 0.2320, -0.7795, 0.3539, 0.2932, -0.9606, -0.1127, 0.4332, -0.0989]
}